1.
Below is C33H38FeN9OS3 as an isolated structure, with properties calculated with wB97M-V/def2-TZVPD.

Last column: Löwdin spin population.
Atoms and positions in Å:
Fe (-0.654, 0.133, 0.166)  3.734
N (-4.604, 2.412, 0.216)  0.003
C (-3.423, 1.798, 0.600)  0.005
S (-3.378, 0.090, 0.606)  0.029
N (-2.456, 2.618, 0.928)  0.001
N (-1.279, 1.974, 1.331)  0.021
C (-0.638, 2.625, 2.229)  0.005
C (0.610, 2.245, 2.852)  0.001
C (1.135, 3.120, 3.816)  0.000
C (2.298, 2.850, 4.502)  0.002
C (2.966, 1.648, 4.218)  0.001
C (2.482, 0.766, 3.286)  0.004
C (1.282, 1.018, 2.552)  0.004
O (0.866, 0.174, 1.694)  0.043
H (-5.145, 1.850, -0.420)  0.001
H (-4.501, 3.381, -0.048)  0.000
H (-1.085, 3.558, 2.581)  0.001
H (0.591, 4.038, 4.019)  0.000
H (2.684, 3.541, 5.240)  0.000
H (3.883, 1.410, 4.746)  0.000
H (2.999, -0.161, 3.067)  0.000
N (-1.957, -3.892, 1.917)  0.000
C (-1.662, -3.424, 3.183)  0.001
C (-1.785, -3.993, 4.446)  0.000
C (-1.393, -3.210, 5.516)  0.000
C (-0.903, -1.908, 5.334)  0.000
C (-0.786, -1.347, 4.076)  0.000
C (-1.168, -2.127, 2.987)  0.002
N (-1.164, -1.830, 1.638)  0.020
C (-1.633, -2.889, 1.044)  0.000
C (-1.756, -2.952, -0.404)  0.001
C (-2.090, -4.005, -1.197)  0.000
S (-1.962, -3.536, -2.841)  0.002
C (-1.468, -1.969, -2.351)  0.001
N (-1.414, -1.807, -1.072)  0.023
H (-2.328, -4.793, 1.677)  0.000
H (-2.169, -4.995, 4.588)  0.000
H (-1.468, -3.610, 6.520)  0.000
H (-0.610, -1.330, 6.201)  0.000
H (-0.411, -0.345, 3.926)  0.000
H (-2.373, -5.003, -0.910)  0.000
H (-1.197, -1.196, -3.056)  0.000
C (2.935, -3.372, -4.301)  0.000
C (2.363, -2.977, -2.962)  0.000
C (2.230, -3.923, -1.953)  0.005
C (1.748, -3.524, -0.704)  0.000
C (1.582, -4.526, 0.411)  0.000
C (1.403, -2.204, -0.492)  0.003
C (1.442, -1.223, -1.512)  0.006
C (1.975, -1.659, -2.745)  0.005
N (0.910, 0.019, -1.244)  0.050
C (1.636, 1.211, -1.718)  0.007
C (3.139, 1.091, -1.419)  0.001
C (1.119, 2.399, -0.902)  0.006
C (1.437, 1.575, -3.203)  0.002
H (2.790, -4.436, -4.496)  0.000
H (4.010, -3.173, -4.343)  0.000
H (2.468, -2.810, -5.112)  0.000
H (2.513, -4.957, -2.130)  0.000
H (2.416, -5.230, 0.449)  0.000
H (0.668, -5.114, 0.270)  0.000
H (1.507, -4.026, 1.378)  0.000
H (1.095, -1.882, 0.494)  0.000
H (2.048, -0.975, -3.577)  0.000
H (3.279, 0.863, -0.360)  0.000
H (3.649, 2.031, -1.649)  0.000
H (3.608, 0.298, -2.004)  0.000
H (1.340, 2.261, 0.156)  0.000
H (0.039, 2.507, -1.022)  0.002
H (1.593, 3.328, -1.234)  0.001
H (1.906, 0.866, -3.882)  0.000
H (1.887, 2.553, -3.404)  0.000
H (0.374, 1.629, -3.438)  0.000
S (-2.147, 1.407, -2.565)  0.006
C (-2.059, 3.063, -2.646)  0.001
N (-2.153, 3.928, -1.623)  0.001
C (-1.820, 5.278, -2.034)  0.000
C (-2.075, 5.205, -3.542)  0.000
N (-1.824, 3.793, -3.785)  0.001
H (-2.216, 3.590, -0.646)  0.000
H (-0.769, 5.504, -1.825)  0.000
H (-2.444, 6.020, -1.535)  0.000
H (-1.400, 5.841, -4.113)  0.000
H (-3.111, 5.479, -3.778)  0.000
H (-2.023, 3.347, -4.663)  0.000

Molar mass (g/mol): 728.8
Spin multiplicity: 5
Relative energy (zero: lowest compared OMol25 entry of this formula, charge and spin) (kcal/mol): 0.0
E (eV): -117193.9460
Net charge: -1

***

2.
Below is a 8-piece molecular cluster, C33H38N4O15 overall in a non-equilibrium geometry, with properties calculated with wB97M-V/def2-TZVPD.

Last column: Mulliken charge in e.
Atoms and positions in Å:
C (-1.184, 0.644, -1.018)  0.429
O (-0.118, 1.167, -0.736)  -0.690
O (-2.118, 1.408, -1.463)  -0.842
O (-1.420, -0.601, -0.945)  -0.795
C (6.863, -0.046, -0.200)  -0.307
C (5.897, 0.779, -0.830)  -0.619
C (4.840, 0.162, -1.360)  0.273
C (4.629, -1.210, -1.268)  -0.701
C (5.606, -1.981, -0.668)  -0.263
C (6.739, -1.395, -0.170)  0.507
O (7.818, -2.232, 0.180)  -0.572
O (3.973, 0.938, -1.966)  -0.576
H (7.716, 0.478, 0.206)  0.361
H (6.057, 1.847, -0.819)  0.426
H (3.671, -1.617, -1.556)  0.585
H (5.423, -3.042, -0.748)  0.258
H (7.726, -3.169, -0.008)  0.290
H (3.127, 0.980, -1.513)  0.329
C (-1.151, -3.771, 3.692)  -0.656
C (-0.497, -2.673, 3.254)  -0.200
C (0.852, -2.614, 3.001)  0.038
C (1.598, -3.770, 3.163)  -0.434
C (0.926, -4.973, 3.567)  -0.530
C (-0.449, -4.929, 3.892)  0.735
O (-1.007, -6.038, 4.386)  -0.570
O (1.464, -1.452, 2.557)  -0.535
H (-2.223, -3.683, 3.782)  0.320
H (-1.110, -1.801, 3.081)  0.424
H (2.666, -3.771, 2.999)  0.416
H (1.422, -5.931, 3.610)  0.370
H (-1.815, -6.035, 4.904)  0.307
H (0.928, -1.101, 1.842)  0.294
C (2.927, 4.544, 2.678)  -0.513
C (3.661, 4.949, 3.810)  -0.532
C (3.895, 6.291, 4.044)  0.385
C (3.579, 7.226, 3.093)  -0.336
C (2.784, 6.845, 1.965)  -0.656
C (2.454, 5.497, 1.816)  0.591
O (1.742, 5.191, 0.723)  -0.511
O (4.706, 6.624, 5.096)  -0.543
H (2.828, 3.489, 2.466)  0.497
H (3.943, 4.182, 4.517)  0.404
H (3.875, 8.263, 3.154)  0.288
H (2.349, 7.549, 1.271)  0.389
H (1.536, 4.254, 0.706)  0.234
H (4.581, 7.543, 5.343)  0.295
C (-1.963, 2.394, 3.815)  -0.736
C (-1.417, 2.483, 5.018)  -0.438
C (-2.194, 2.794, 6.105)  0.556
C (-3.549, 3.005, 5.920)  -0.429
C (-4.171, 2.804, 4.672)  -0.629
C (-3.371, 2.545, 3.650)  0.540
O (-3.884, 2.441, 2.454)  -0.527
O (-1.593, 2.871, 7.423)  -0.584
H (-1.342, 2.170, 2.960)  0.560
H (-0.436, 2.074, 5.208)  0.340
H (-4.162, 3.334, 6.746)  0.347
H (-5.245, 2.705, 4.621)  0.400
H (-3.237, 2.426, 1.745)  0.282
H (-0.645, 2.908, 7.574)  0.295
C (0.857, -4.327, -6.917)  -0.626
C (1.012, -4.332, -5.573)  -0.532
C (0.260, -3.478, -4.837)  0.376
C (-0.634, -2.582, -5.440)  -0.470
C (-0.778, -2.483, -6.787)  -0.576
C (0.038, -3.368, -7.560)  0.810
O (-0.038, -3.262, -8.881)  -0.546
O (0.330, -3.590, -3.445)  -0.511
H (1.457, -5.009, -7.502)  0.351
H (1.714, -4.961, -5.045)  0.386
H (-1.181, -1.853, -4.860)  0.511
H (-1.530, -1.807, -7.166)  0.302
H (-0.662, -2.575, -9.125)  0.282
H (-0.282, -2.942, -3.090)  0.222
C (-5.387, 2.260, -5.416)  0.711
O (-4.803, 3.368, -5.396)  -0.687
N (-5.186, 1.226, -4.673)  -0.342
N (-6.518, 2.039, -5.977)  -0.393
H (-4.469, 1.284, -3.964)  0.217
H (-5.765, 0.407, -4.790)  0.137
H (-6.924, 2.813, -6.484)  0.197
H (-6.966, 1.137, -6.051)  0.147
C (-5.272, -3.935, -1.560)  0.675
O (-6.333, -4.426, -1.730)  -0.669
N (-4.416, -3.706, -2.518)  -0.359
N (-5.033, -3.115, -0.557)  -0.275
H (-3.592, -3.186, -2.251)  0.189
H (-4.794, -3.880, -3.439)  0.181
H (-4.127, -2.710, -0.747)  0.080
H (-5.482, -2.974, 0.337)  0.173

Molar mass (g/mol): 730.7
Relative energy (zero: lowest compared OMol25 entry of this formula, charge and spin) (kcal/mol): 192.6
E (eV): -71506.7588
Net charge: -2

***

3.
Below is C33H38N4STl as an isolated structure in a non-equilibrium geometry, with properties calculated with wB97M-V/def2-TZVPD.

Last column: Mulliken charge in e.
Atoms and positions in Å:
Tl (0.268, -0.120, -1.019)  0.981
N (0.714, 2.193, 0.181)  -0.292
N (-2.165, 2.115, -0.223)  0.894
C (-0.898, -2.002, 0.719)  0.553
C (-1.245, -1.025, 1.698)  0.134
C (-0.034, -0.602, 2.347)  0.817
C (-0.019, 0.526, 3.387)  -1.184
H (-0.859, 1.285, 3.382)  0.035
H (0.792, 1.321, 3.446)  0.389
H (0.216, 0.077, 4.379)  0.457
C (1.068, -1.267, 1.698)  1.171
C (2.579, -1.104, 1.848)  -0.961
H (2.913, -1.700, 2.725)  0.354
H (3.055, -0.138, 2.166)  0.760
H (3.260, -1.185, 0.941)  0.007
C (0.535, -2.092, 0.650)  -0.504
C (1.333, -2.978, -0.277)  -1.223
H (2.353, -2.603, -0.506)  0.252
H (0.835, -3.184, -1.249)  0.202
H (1.450, -3.946, 0.247)  0.368
C (-2.605, -0.459, 1.964)  -1.685
H (-2.997, -1.039, 2.818)  0.498
H (-3.335, -0.574, 1.138)  0.244
H (-2.635, 0.606, 2.275)  0.213
C (-1.822, -2.769, -0.140)  -1.403
H (-1.535, -2.865, -1.208)  -0.027
H (-2.853, -2.382, -0.119)  0.259
H (-1.851, -3.794, 0.277)  0.404
C (2.208, 2.129, 0.276)  -0.321
H (2.707, 1.355, -0.369)  0.474
C (2.821, 3.219, 1.024)  -1.198
H (3.912, 3.200, 1.046)  0.336
C (1.931, 3.951, 1.866)  0.206
H (2.364, 4.783, 2.418)  0.356
C (0.535, 3.833, 1.903)  -1.745
H (-0.127, 4.564, 2.382)  0.289
C (-0.129, 2.930, 0.988)  1.168
C (-1.555, 2.732, 0.873)  -1.111
H (-2.170, 3.496, 1.364)  0.252
C (-1.694, 0.971, -0.824)  -1.547
C (-3.407, 2.448, -0.819)  -0.924
H (-3.914, 3.313, -0.456)  0.536
C (-3.583, 1.625, -1.855)  -0.523
H (-4.311, 1.569, -2.625)  0.564
N (-2.520, 0.721, -1.895)  1.000
C (-2.177, -0.217, -2.938)  -0.344
C (-2.959, -1.364, -3.119)  0.851
C (-2.604, -2.257, -4.139)  -0.915
H (-3.216, -3.146, -4.285)  0.311
C (-1.525, -2.008, -4.985)  0.895
C (-1.140, -2.987, -6.055)  -1.561
H (-0.256, -3.573, -5.771)  0.275
H (-0.894, -2.482, -6.995)  0.370
H (-1.946, -3.697, -6.256)  0.369
C (-0.793, -0.832, -4.819)  -1.198
H (0.019, -0.589, -5.506)  0.340
C (-1.109, 0.082, -3.803)  1.540
C (-0.437, 1.415, -3.736)  -1.010
H (-1.064, 2.222, -4.142)  0.286
H (0.478, 1.401, -4.333)  0.361
H (-0.143, 1.709, -2.719)  0.028
C (-4.180, -1.604, -2.295)  -1.945
H (-5.083, -1.238, -2.803)  0.376
H (-4.155, -1.120, -1.313)  0.216
H (-4.337, -2.676, -2.136)  0.489
S (1.744, 1.323, 1.729)  -0.165
C (2.911, 1.295, 3.866)  0.059
N (3.835, 2.269, 3.772)  0.099
C (5.085, 2.120, 4.333)  -0.393
C (5.401, 0.902, 4.898)  -0.594
C (4.461, -0.128, 4.996)  -0.447
C (3.169, 0.085, 4.490)  -0.731
H (3.593, 3.137, 3.294)  0.237
H (5.734, 2.986, 4.263)  0.406
H (6.410, 0.741, 5.246)  0.354
H (4.689, -1.090, 5.433)  0.434
H (2.409, -0.702, 4.488)  0.485

Molar mass (g/mol): 727.1
Relative energy (zero: lowest compared OMol25 entry of this formula, charge and spin) (kcal/mol): 83.9
E (eV): -56314.5966
Net charge: -1

***

> Look up the molar mass of the third one.

727.1 g/mol